(1)
114
Properties=species:S:1:pos:R:3 method="wB97M-V/def2-TZVPD" relative_energy_kj_mol=0.0 homo_lumo_gap_ev=6.085 charge=+2 max_force_ev_per_a=0.50 e_homo_ev=-12.2 e_tot_ha=-3396.22582
Tl 0.03 0.04 -0.37
Te 1.02 -2.49 -1.33
P 1.50 1.44 1.56
P -2.48 -0.11 -1.59
O 2.09 -1.90 1.54
O -0.63 -2.70 1.10
O 2.88 0.03 -2.02
N -0.05 2.11 -1.68
N -1.46 0.69 1.15
C 2.17 0.89 -4.16
C 4.25 1.33 2.01
C 1.95 3.13 1.10
C -0.30 -6.19 -4.80
C -3.15 1.21 -2.65
C 0.56 -5.47 -5.63
C -4.14 3.33 -4.17
C -0.32 4.52 -2.98
C -2.76 -1.65 -2.50
C 5.39 0.96 2.69
C -1.08 0.82 2.46
C -3.90 2.10 -4.76
C 0.03 -2.73 2.37
C -0.61 -5.71 -3.54
C -3.41 1.04 -4.01
C 2.92 0.04 3.54
C -3.40 2.45 -2.06
C 0.19 1.54 2.83
C -3.82 -2.52 -2.27
C -2.07 -3.02 -4.37
C -3.89 3.50 -2.81
C 1.37 -2.48 -3.43
C -1.98 -3.14 1.19
C 3.00 0.88 2.43
C -0.06 -4.51 -3.09
C 0.72 0.95 -3.67
C 0.29 2.21 -2.97
C 0.80 -3.79 -3.91
C 4.06 -0.31 4.23
C 2.57 3.36 -0.13
C 1.11 -4.28 -5.18
C -2.72 0.12 1.16
C 2.30 5.45 1.66
C 0.17 3.41 -3.65
C 3.46 -2.14 1.24
C 3.20 0.97 -3.06
C -0.45 -3.96 -1.75
C 1.49 -3.02 2.17
C -1.88 -1.92 -3.55
C -3.13 -3.89 -4.13
C -3.52 -0.09 -0.09
C 3.05 4.61 -0.47
C 1.84 4.19 2.01
C -0.55 3.18 -1.04
C 2.90 5.66 0.42
C -0.70 4.40 -1.66
C -3.13 -0.06 2.46
C -2.08 0.39 3.29
C 5.31 0.14 3.80
C -3.99 -3.64 -3.07
H -0.01 2.60 2.98
H 0.44 3.46 -4.69
H -4.11 1.96 -5.81
H 3.27 6.65 0.17
H -4.09 4.45 -2.34
H -4.53 4.15 -4.75
H -0.72 -7.12 -5.14
H -0.11 -1.77 2.87
H 3.57 -2.92 0.48
H 4.19 0.77 -3.47
H -3.27 -4.76 -4.76
H 0.82 -5.84 -6.61
H 2.29 -0.02 -4.74
H -1.06 -1.24 -3.75
H -0.43 5.46 -3.50
H 1.97 -3.22 3.13
H 2.45 -2.41 -3.57
H 1.79 -3.73 -5.82
H 3.22 1.98 -2.63
H 6.36 1.32 2.36
H -4.10 -1.01 -0.02
H 0.58 1.16 3.77
H 6.20 -0.13 4.35
H 0.53 0.11 -2.99
H -4.82 -4.31 -2.88
H 1.96 -0.33 3.89
H -2.02 -4.18 1.51
H -4.53 -2.33 -1.48
H -2.41 -3.06 0.19
H -0.41 -3.51 3.00
H 0.90 -1.62 -3.91
H 2.37 1.72 -4.85
H -1.40 -3.21 -5.20
H 3.63 -0.05 -1.43
H 3.52 4.77 -1.42
H 1.61 -3.92 1.54
H -0.86 3.02 -0.01
H -1.45 -3.53 -1.74
H 2.66 2.53 -0.82
H -0.38 -4.70 -0.95
H -1.11 5.24 -1.10
H 4.33 2.01 1.16
H -2.07 0.42 4.37
H -1.28 -6.27 -2.90
H 1.42 4.05 2.99
H -2.55 -2.51 1.88
H -3.23 2.59 -1.00
H -3.26 0.08 -4.49
H 4.01 -2.44 2.13
H 0.07 0.79 -4.54
H 3.99 -0.94 5.11
H 2.21 6.27 2.36
H 3.88 -1.20 0.87
H -4.24 0.72 -0.23
H -4.10 -0.43 2.77

=====

(2)
119
Properties=species:S:1:pos:R:3 method="wB97M-V/def2-TZVPD" relative_energy_kj_mol=221.8 homo_lumo_gap_ev=7.804 charge=+1 max_force_ev_per_a=11.58 e_homo_ev=-10.1 e_tot_ha=-2867.93301
O 2.11 -3.63 -1.89
O 0.74 -6.88 2.59
O -2.97 -3.48 -6.57
O -3.10 2.33 1.33
O 1.77 3.83 -3.66
O -3.59 2.34 -3.52
O -6.39 -0.65 -3.21
O -0.26 7.14 1.80
N -2.44 -5.85 4.44
N 3.81 5.15 -0.17
N 0.03 -0.22 -0.66
N 5.09 0.04 -0.28
N 0.87 1.83 -0.26
N 2.44 -0.05 2.39
C 1.15 -4.75 1.44
C 3.04 4.62 2.47
C -5.56 -1.25 -4.10
C -6.01 -2.27 -4.97
C -0.73 4.88 2.50
C -3.76 -5.02 2.62
C 6.22 -2.37 0.64
C -3.15 -6.01 3.30
C 1.72 -4.42 -0.83
C -3.12 -2.01 -4.87
C 4.34 -1.05 -0.10
C 0.98 0.84 4.13
C -0.86 5.91 1.70
C -2.45 3.57 1.36
C -1.86 5.80 0.62
C 2.20 -1.28 2.86
C 1.74 -5.87 -0.95
C -1.59 3.70 2.46
C 2.67 5.89 1.90
C -2.29 2.73 -3.65
C 1.27 -1.50 4.00
C 1.47 -3.87 0.39
C 3.79 3.71 1.80
C -0.93 -1.41 -0.68
C -0.04 0.92 0.13
C -2.48 -4.66 5.01
C 1.02 3.21 0.11
C 0.72 -0.39 4.61
C 1.47 1.24 -1.34
C -2.57 4.53 0.45
C 3.17 6.07 0.56
C -1.78 3.91 -3.23
C -3.07 -3.51 4.39
C -3.70 -3.65 3.18
C 1.87 1.04 3.02
C 1.01 -0.08 -1.51
C 1.30 -6.82 0.22
C 4.19 3.98 0.46
C 0.13 2.12 -3.99
C 6.51 -0.02 -0.07
C 7.07 -1.29 0.37
C 4.82 -2.27 0.45
C 1.09 -6.19 1.38
C -4.12 -1.16 -3.90
C -0.50 4.34 -3.16
C 0.49 3.42 -3.68
C -3.78 -2.88 -5.70
C -1.58 -1.71 0.78
C -5.12 -2.98 -5.71
C -1.31 1.78 -4.03
H 2.85 4.34 3.38
H -3.80 2.81 -2.65
H -1.90 -4.44 5.94
H 1.16 3.22 1.19
H 1.00 -7.76 2.35
H 0.21 -0.36 5.62
H -5.58 -3.44 -6.54
H 2.32 1.82 -1.64
H -1.93 -1.29 -1.18
H -2.39 -2.32 0.67
H 0.01 5.25 -2.89
H -2.01 -1.89 -4.66
H 1.45 -2.70 0.53
H 1.11 -2.55 4.41
H 6.71 -3.36 0.80
H 4.20 -3.15 0.51
H 1.36 -7.81 -0.06
H 0.44 1.61 4.58
H 1.62 -0.89 -2.19
H 1.64 4.61 -3.91
H 2.17 6.71 2.20
H -2.18 -0.67 1.27
H 2.71 -4.18 -2.53
H -3.20 4.54 -0.50
H 0.09 3.68 -0.10
H 2.56 -2.06 2.41
H -2.61 4.55 -2.62
H -3.86 -0.32 -3.14
H -4.60 -5.05 1.82
H 3.02 7.10 0.15
H 4.10 2.98 2.39
H -6.23 0.36 -3.08
H 0.63 -4.18 2.41
H -7.00 -2.50 -4.97
H -2.25 6.77 0.01
H -3.76 2.36 0.59
H 2.05 2.02 2.64
H 7.07 0.97 -0.21
H -0.17 7.36 2.75
H -0.32 -2.29 -0.96
H -3.31 -6.93 2.88
H -4.45 -2.98 2.67
H -3.17 -3.90 -7.25
H -1.64 0.84 -4.56
H 1.76 3.44 -0.70
H -1.56 2.74 3.06
H -0.04 4.95 3.18
H 8.10 -1.41 0.43
H 1.68 -6.38 -1.85
H 4.68 3.11 -0.10
H -2.76 -2.56 4.55
H 1.00 1.65 -4.26
H -0.74 -2.11 1.44
H -0.71 1.27 0.76
H 3.26 -0.94 -0.17